Version P
Here is C6H13NO in the gas phase from the OMol25 dataset. Energies are from ωB97M-V/def2-TZVPD.

## Properties
Gap between HOMO and LUMO ... 9.0 eV
SMILES string ... CN/C=C/CCCO
Multiplicity ... 1

Geometry as XYZ:
```
21
C6H13NO ωB97M-V/def2-TZVPD
C 2.129 0.708 -0.693
O 3.470 1.056 -0.344
C 1.046 1.750 -0.488
C 0.303 1.486 0.884
C -0.881 0.549 0.697
C -0.915 -0.695 0.209
N -1.963 -1.601 0.557
C -2.239 -2.765 -0.296
H 2.291 0.665 -1.785
H 1.877 -0.216 -0.171
H 3.684 1.697 0.339
H 1.408 2.785 -0.424
H 0.426 1.766 -1.375
H 0.951 1.172 1.692
H -0.220 2.398 1.188
H -1.772 1.104 0.930
H -0.083 -1.354 -0.035
H -2.822 -1.070 0.652
H -1.560 -2.820 -1.151
H -3.252 -2.977 -0.626
H -1.875 -3.639 0.239
```

Atom charges from the natural (NBO) analysis, given in e for atoms 1 to 8: -0.059, -0.756, -0.429, -0.424, -0.264, -0.018, -0.603, -0.429

Version Q
Here is C6H13NO in the gas phase from the OMol25 dataset. Energies are from ωB97M-V/def2-TZVPD.

## Properties
Gap between HOMO and LUMO ... 9.8 eV
SMILES string ... NCCC/C=C/CO
Multiplicity ... 1

Geometry as XYZ:
```
21
C6H13NO ωB97M-V/def2-TZVPD
C -2.280 1.595 1.151
C -1.688 1.011 -0.154
C -1.011 -0.377 0.082
C 2.473 -1.988 -0.412
O 2.764 -1.476 -1.724
C 1.147 -1.494 0.134
C 0.333 -0.681 -0.543
N -1.760 3.018 1.386
H -1.919 1.002 1.991
H -3.344 1.838 1.154
H -0.936 1.687 -0.556
H -2.531 1.018 -0.852
H -1.630 -1.249 -0.245
H -1.264 -0.626 1.110
H 3.247 -1.683 0.292
H 2.526 -3.059 -0.604
H 2.907 -0.546 -1.639
H 0.776 -2.100 0.958
H 0.709 -0.104 -1.374
H -1.283 3.066 2.260
H -1.282 3.305 0.544
```

Atom charges from the natural (NBO) analysis, given in e for atoms 1 to 8: -0.223, -0.419, -0.458, -0.096, -0.712, -0.219, -0.182, -0.866

Version R
Here is 2 unconnected molecules or ions with the total composition C6H13NO from the OMol25 dataset. Energies are from ωB97M-V/def2-TZVPD.

## Properties
Gap between HOMO and LUMO ... 9.1 eV
SMILES string ... C=CC(=C)CCN.O
Multiplicity ... 1

Geometry as XYZ:
```
21
C6H13NO ωB97M-V/def2-TZVPD
C -0.935 1.614 -0.024
C -1.406 0.325 -0.883
C -0.381 -0.795 -0.600
C -0.307 -1.344 0.660
C 0.989 -0.719 -2.751
C 0.750 -1.092 -1.442
N -1.286 1.456 1.383
H -1.460 2.521 -0.424
H 0.177 1.695 -0.289
H -2.339 -0.147 -0.437
H -1.508 0.454 -2.031
H -1.170 -1.326 1.255
H 0.415 -2.004 1.012
H 1.792 -1.165 -3.340
H 0.291 -0.045 -3.292
H 1.539 -1.709 -0.981
H -0.730 0.688 1.777
H -1.250 2.354 1.948
H 2.658 -0.510 2.109
H 2.087 0.905 2.253
O 2.030 0.021 2.626
```

Atom charges from the natural (NBO) analysis, given in e for atoms 1 to 8: -0.203, -0.452, -0.026, -0.380, -0.396, -0.217, -0.871, 0.197

Least stable structure: version P

Version P
Here is C6H13NO in the gas phase from the OMol25 dataset. Energies are from ωB97M-V/def2-TZVPD.

## Properties
Gap between HOMO and LUMO ... 8.7 eV
SMILES string ... C/C(=C\N)CCCO
Multiplicity ... 1

Geometry as XYZ:
```
21
C6H13NO ωB97M-V/def2-TZVPD
C -0.658 0.486 -2.735
O -0.772 1.911 -2.493
C -0.493 -0.255 -1.414
C 0.200 0.555 -0.314
C 0.241 -0.209 1.002
C 0.269 0.509 2.125
N 0.610 0.078 3.408
C 0.711 -1.631 0.956
H -1.599 0.176 -3.201
H 0.187 0.360 -3.414
H -1.387 2.286 -3.128
H 0.142 -1.103 -1.674
H -1.438 -0.642 -1.045
H -0.458 1.411 -0.160
H 1.187 0.925 -0.597
H -0.040 1.549 2.104
H 0.545 -0.916 3.558
H 0.182 0.613 4.146
H 1.008 -2.013 1.935
H -0.043 -2.342 0.601
H 1.609 -1.749 0.341
```

Atom charges from the natural (NBO) analysis, given in e for atoms 1 to 8: -0.057, -0.743, -0.419, -0.410, -0.105, 0.015, -0.820, -0.643

Version Q
Here is C6H13NO in the gas phase from the OMol25 dataset. Energies are from ωB97M-V/def2-TZVPD.

## Properties
Gap between HOMO and LUMO ... 10.5 eV
SMILES string ... CC(C)[C@@H](C)NC=O
Multiplicity ... 1

Geometry as XYZ:
```
21
C6H13NO ωB97M-V/def2-TZVPD
O 2.212 -1.139 0.071
C 2.006 -0.287 -0.770
N 0.765 -0.012 -1.254
C -0.489 -0.348 -0.588
C -0.463 -0.021 0.929
C -1.785 -0.292 1.601
C 0.045 1.404 1.228
C -1.635 0.286 -1.386
H 2.820 0.176 -1.348
H 0.696 0.774 -1.884
H -0.639 -1.428 -0.633
H 0.347 -0.645 1.297
H -2.134 -1.328 1.526
H -1.758 -0.125 2.673
H -2.577 0.323 1.175
H -0.481 2.217 0.733
H 1.111 1.484 1.016
H 0.045 1.469 2.306
H -2.573 0.128 -0.867
H -1.539 1.373 -1.480
H -1.516 -0.120 -2.374
```

Atom charges from the natural (NBO) analysis, given in e for atoms 1 to 8: -0.614, 0.524, -0.614, -0.032, -0.247, -0.610, -0.616, -0.624

Least stable structure: version P

Version P
Here is 2 unconnected molecules or ions with the total composition C8H20O2 from the OMol25 dataset. Energies are from ωB97M-V/def2-TZVPD.

## Properties
Gap between HOMO and LUMO ... 10.6 eV
SMILES string ... CCCOC.CCCOC
Multiplicity ... 1

Geometry as XYZ:
```
30
C8H20O2 ωB97M-V/def2-TZVPD
O 3.572 -0.740 -0.325
C 4.284 -1.864 -0.761
C 0.000 0.000 0.000
C 2.288 -0.966 -0.095
C 1.455 0.339 0.105
H 5.360 -1.619 -0.748
H 3.977 -2.045 -1.804
H 4.127 -2.789 -0.181
H -0.603 0.918 0.099
H -0.307 -0.710 0.787
H -0.208 -0.453 -0.984
H 2.276 -1.586 0.822
H 1.833 -1.562 -0.910
H 1.638 1.153 -0.623
H 1.618 0.752 1.119
O -2.111 -2.552 -1.970
C -1.270 -3.377 -1.162
C -4.599 -1.296 -2.752
C -3.194 -3.334 -2.460
C -3.993 -2.471 -3.445
H -1.796 -4.156 -0.586
H -0.739 -2.716 -0.456
H -0.527 -3.863 -1.816
H -3.762 -0.678 -2.385
H -5.142 -1.705 -1.884
H -5.286 -0.652 -3.326
H -3.894 -3.757 -1.714
H -2.784 -4.176 -3.051
H -4.773 -3.169 -3.804
H -3.370 -2.186 -4.315
```

Atom charges from the natural (NBO) analysis, given in e for atoms 1 to 8: -0.533, -0.252, -0.605, -0.040, -0.415, 0.195, 0.167, 0.167

Version Q
Here is 2 unconnected molecules or ions with the total composition C8H20O2 from the OMol25 dataset. Energies are from ωB97M-V/def2-TZVPD.

## Properties
Gap between HOMO and LUMO ... 10.6 eV
SMILES string ... CCCOC.CCCOC
Multiplicity ... 1

Geometry as XYZ:
```
30
C8H20O2 ωB97M-V/def2-TZVPD
O -0.521 -1.076 -1.223
C -0.521 0.144 -1.873
C 1.252 -4.355 -1.346
C 0.543 -1.988 -1.549
C 0.424 -3.252 -0.737
H -0.960 -0.006 -2.874
H 0.449 0.656 -1.988
H -1.194 0.792 -1.287
H 1.341 -4.364 -2.445
H 0.773 -5.295 -1.024
H 2.265 -4.310 -0.912
H 1.499 -1.464 -1.360
H 0.513 -2.258 -2.622
H -0.629 -3.586 -0.816
H 0.648 -3.093 0.335
O 0.092 1.216 1.256
C 1.438 0.719 1.340
C -1.881 3.397 0.511
C -0.157 2.295 2.142
C -1.600 2.792 1.934
H 2.134 1.480 0.949
H 1.542 -0.198 0.737
H 1.718 0.489 2.382
H -1.029 4.049 0.256
H -2.801 4.006 0.521
H -1.980 2.625 -0.271
H 0.570 3.084 1.868
H 0.054 1.990 3.185
H -1.675 3.541 2.745
H -2.305 1.972 2.167
```

Atom charges from the natural (NBO) analysis, given in e for atoms 1 to 8: -0.548, -0.241, -0.610, -0.051, -0.421, 0.157, 0.162, 0.196

Least stable structure: version P

Version P
Here is 2 unconnected molecules or ions with the total composition C5H11NO from the OMol25 dataset. Energies are from ωB97M-V/def2-TZVPD.

## Properties
Gap between HOMO and LUMO (alpha / beta) ... 8.5 / 7.3 eV
Multiplicity ... 1

Geometry as XYZ:
```
18
C5H11NO ωB97M-V/def2-TZVPD
C -2.499 -0.566 -0.850
C 1.188 1.347 0.657
C 0.762 -1.144 0.876
C 0.444 -0.073 -1.340
C 0.328 0.191 0.089
N -1.074 0.389 0.423
O -1.361 1.441 0.948
H -3.530 -0.426 -0.549
H -2.099 -1.582 -0.829
H 1.089 1.326 1.836
H 2.175 1.126 0.330
H 0.856 2.349 0.349
H 1.804 -1.385 0.814
H -0.047 -1.865 0.577
H 0.706 -0.868 1.896
H 0.145 -1.164 -1.572
H -0.358 0.690 -1.955
H 1.472 0.213 -1.701
```

Atom charges from the natural (NBO) analysis, given in e for atoms 1 to 8: -0.332, -0.618, -0.601, -0.619, 0.008, 0.183, -0.292, 0.139

Version Q
Here is C5H11NO in the gas phase from the OMol25 dataset. Energies are from ωB97M-V/def2-TZVPD.

## Properties
Gap between HOMO and LUMO ... 10.5 eV
SMILES string ... CNC(=O)C(C)C
Multiplicity ... 1

Geometry as XYZ:
```
18
C5H11NO ωB97M-V/def2-TZVPD
C -0.805 0.007 2.745
N -0.694 -0.379 1.355
C 0.264 0.130 0.529
O 1.114 0.919 0.911
C 0.180 -0.329 -0.926
C -0.675 0.673 -1.714
C 1.586 -0.437 -1.508
H -0.839 -0.875 3.393
H -1.697 0.617 2.927
H 0.080 0.597 2.987
H -1.374 -1.016 0.970
H -0.310 -1.312 -0.967
H -0.236 1.674 -1.644
H -1.701 0.718 -1.332
H -0.721 0.389 -2.771
H 1.546 -0.721 -2.565
H 2.098 0.525 -1.417
H 2.184 -1.180 -0.972
```

Atom charges from the natural (NBO) analysis, given in e for atoms 1 to 8: -0.424, -0.617, 0.681, -0.637, -0.303, -0.598, -0.600, 0.196

Version R
Here is 2 unconnected molecules or ions with the total composition C5H11NO from the OMol25 dataset. Energies are from ωB97M-V/def2-TZVPD.

## Properties
Gap between HOMO and LUMO ... 7.3 eV
SMILES string ... C=C/C=C/NC.O
Multiplicity ... 1

Geometry as XYZ:
```
18
C5H11NO ωB97M-V/def2-TZVPD
C -1.959 0.222 1.363
N -1.957 1.114 0.089
C -0.791 1.824 -0.156
C 0.245 2.222 0.755
C 1.556 1.634 0.709
C 2.160 1.263 -0.438
H -1.956 -0.888 1.280
H -2.544 0.863 2.068
H -0.938 0.599 1.622
H -2.602 0.903 -0.662
H -0.407 1.861 -1.209
H -0.176 2.432 1.806
H 2.070 1.412 1.673
H 3.161 1.654 -0.817
H 1.560 0.711 -1.236
H 0.703 -6.262 -1.578
H 1.083 -6.014 -3.050
O 0.791 -5.550 -2.220
```

Atom charges from the natural (NBO) analysis, given in e for atoms 1 to 8: -0.463, -0.594, 0.107, -0.388, -0.201, -0.505, 0.228, 0.218

Version S
Here is C5H11NO in the gas phase from the OMol25 dataset. Energies are from ωB97M-V/def2-TZVPD.

## Properties
Gap between HOMO and LUMO ... 8.0 eV
Multiplicity ... 1

Geometry as XYZ:
```
18
C5H11NO ωB97M-V/def2-TZVPD
C -1.774 1.920 0.119
C -0.322 1.587 0.407
C -0.230 0.432 1.326
N -0.092 0.157 -0.124
C 1.176 -0.239 -0.729
C 1.294 -1.746 -0.848
O 1.338 -2.378 0.411
H -1.898 2.304 -0.901
H -2.069 2.718 0.804
H -2.526 1.103 0.261
H -0.912 -0.198 -0.628
H -1.103 -0.039 1.796
H 0.704 0.271 1.874
H 1.237 0.237 -1.710
H 1.980 0.153 -0.095
H 0.460 -2.125 -1.465
H 2.223 -1.995 -1.369
H 0.516 -2.163 0.871
```

Atom charges from the natural (NBO) analysis, given in e for atoms 1 to 8: -0.677, -0.215, -0.281, -0.436, -0.233, -0.077, -0.706, 0.209

Least stable structure: version P

Version P
Here is a gas-phase ion, C3H9N2O2 (charge +1) from the OMol25 dataset. Energies are from ωB97M-V/def2-TZVPD.

## Properties
Gap between HOMO and LUMO ... 10.1 eV
SMILES string ... CO[C@@]1([NH3+])CON1
Multiplicity ... 1
Net charge ... +1

Geometry as XYZ:
```
16
C3H9N2O2 ωB97M-V/def2-TZVPD
C -0.757 -0.721 1.004
C -0.267 -0.016 -0.217
C 2.148 0.082 -0.009
N -0.723 1.376 0.585
N -1.201 -0.135 -1.327
O -1.233 0.483 1.653
O 0.952 -0.023 -0.846
H -1.629 -1.403 0.915
H 0.002 -1.284 1.580
H 2.860 -0.567 -0.426
H 1.797 -0.212 0.928
H 2.598 1.085 -0.052
H 0.025 1.873 0.974
H -1.508 -1.181 -1.403
H -0.945 0.288 -2.257
H -2.120 0.354 -1.101
```

Atom charges from the natural (NBO) analysis, given in e for atoms 1 to 8: -0.164, 0.503, -0.243, -0.338, -0.717, -0.377, -0.503, 0.213

Version Q
Here is 2 unconnected molecules or ions with the total composition C3H9N2O2 from the OMol25 dataset. Energies are from ωB97M-V/def2-TZVPD.

## Properties
Gap between HOMO and LUMO ... 9.0 eV
Multiplicity ... 1
Net charge ... +1

Geometry as XYZ:
```
16
C3H9N2O2 ωB97M-V/def2-TZVPD
C 1.960 -0.208 0.618
C -2.522 0.151 0.529
C 1.414 0.172 -0.654
N -1.356 0.626 -0.163
N -0.556 -0.330 -0.585
O -1.128 1.789 -0.395
O -0.710 -1.546 -0.122
H 3.028 0.054 0.665
H 1.767 0.511 1.441
H 1.672 -1.302 0.903
H -2.593 -0.892 0.862
H -3.444 0.218 -0.007
H -2.701 0.912 1.416
H 1.356 -0.640 -1.315
H 1.464 1.197 -0.903
H -0.081 -2.006 -0.566
```

Atom charges from the natural (NBO) analysis, given in e for atoms 1 to 8: -0.749, -0.543, 0.021, 0.366, 0.055, -0.293, -0.479, 0.321

Version R
Here is a gas-phase ion, C3H9N2O2 (charge +1) from the OMol25 dataset. Energies are from ωB97M-V/def2-TZVPD.

## Properties
Gap between HOMO and LUMO ... 11.8 eV
SMILES string ... C[C@H](O)/C(N)=[NH+]/O
Multiplicity ... 1
Net charge ... +1

Geometry as XYZ:
```
16
C3H9N2O2 ωB97M-V/def2-TZVPD
C -0.594 -0.333 -0.417
C 1.706 -0.215 0.773
C 0.912 0.206 -0.463
N -0.945 -1.551 -0.802
N -1.402 0.541 0.142
O 0.720 1.625 -0.481
O -2.757 0.284 0.398
H 1.257 0.403 1.598
H 1.713 -1.260 1.166
H 2.761 -0.067 0.687
H 1.324 -0.047 -1.384
H -0.237 -2.153 -1.134
H -1.869 -1.962 -0.585
H -1.066 1.448 0.425
H 1.528 2.133 -0.884
H -3.050 0.948 0.960
```

Atom charges from the natural (NBO) analysis, given in e for atoms 1 to 8: 0.506, -0.665, 0.079, -0.727, -0.228, -0.751, -0.500, 0.234

Version S
Here is 3 unconnected molecules or ions with the total composition C3H9N2O2 from the OMol25 dataset. Energies are from ωB97M-V/def2-TZVPD.

## Properties
Gap between HOMO and LUMO ... 11.3 eV
Multiplicity ... 1
Net charge ... +1

Geometry as XYZ:
```
16
C3H9N2O2 ωB97M-V/def2-TZVPD
C 2.440 0.601 -0.244
C 1.680 0.412 -1.347
N 0.377 0.319 -0.927
C 0.323 0.452 0.387
N 1.567 0.664 0.823
H 3.509 0.694 -0.165
H 1.980 0.323 -2.377
H -0.452 0.274 -1.532
H -0.577 0.383 0.967
H 1.834 0.449 1.774
H -2.692 -0.608 3.695
H -3.464 -1.832 3.163
O -2.587 -1.522 3.406
H -1.723 -1.239 -2.781
H -2.845 -0.380 -2.276
O -1.891 -0.337 -2.449
```

Atom charges from the natural (NBO) analysis, given in e for atoms 1 to 8: -0.049, -0.049, -0.459, 0.260, -0.461, 0.264, 0.262, 0.485

Least stable structure: version Q

Version P
Here is 2 unconnected molecules or ions with the total composition C3H9N2O2 from the OMol25 dataset. Energies are from ωB97M-V/def2-TZVPD.

## Properties
Gap between HOMO and LUMO ... 11.1 eV
Multiplicity ... 1
Net charge ... +1

Geometry as XYZ:
```
16
C3H9N2O2 ωB97M-V/def2-TZVPD
C -2.259 0.285 0.011
C -1.513 -1.066 0.279
C 0.035 0.538 -0.243
N -1.099 1.200 -0.237
N -0.140 -0.738 0.136
O 1.146 1.089 -0.491
O 3.443 0.069 0.166
H -2.865 0.286 -0.886
H -2.701 0.489 1.014
H -1.785 -1.531 1.303
H -1.814 -1.810 -0.518
H -1.080 2.246 -0.362
H 0.500 -1.507 -0.081
H 3.675 -0.690 0.716
H 2.130 0.660 -0.699
H 4.326 0.477 -0.107
```

Atom charges from the natural (NBO) analysis, given in e for atoms 1 to 8: -0.224, -0.231, 0.811, -0.566, -0.586, -0.654, -0.972, 0.237

Version Q
Here is 2 unconnected molecules or ions with the total composition C3H9N2O2 from the OMol25 dataset. Energies are from ωB97M-V/def2-TZVPD.

## Properties
Gap between HOMO and LUMO ... 10.4 eV
Multiplicity ... 1
Net charge ... +1

Geometry as XYZ:
```
16
C3H9N2O2 ωB97M-V/def2-TZVPD
C -0.435 1.592 1.389
C 0.971 -0.091 0.346
C 0.969 -1.116 -1.802
N 0.692 0.740 1.367
N 0.399 -0.200 -0.826
O -0.766 2.114 2.430
O -1.985 -0.201 0.569
H -0.745 2.014 0.359
H 1.930 -0.739 0.524
H 1.463 -0.524 -2.599
H 1.725 -1.838 -1.486
H 0.161 -1.713 -2.294
H 1.061 0.477 2.263
H -0.479 0.351 -1.001
H -2.787 -0.607 1.132
H -2.175 -0.260 -0.370
```

Atom charges from the natural (NBO) analysis, given in e for atoms 1 to 8: 0.547, 0.425, -0.442, -0.591, -0.496, -0.470, -0.988, 0.143

Version R
Here is 3 unconnected molecules or ions with the total composition C3H9N2O2 from the OMol25 dataset. Energies are from ωB97M-V/def2-TZVPD.

## Properties
Gap between HOMO and LUMO ... 11.2 eV
Multiplicity ... 1
Net charge ... +1

Geometry as XYZ:
```
16
C3H9N2O2 ωB97M-V/def2-TZVPD
C 1.785 0.928 -0.330
C 1.087 1.524 0.654
N -0.256 1.377 0.326
C -0.364 0.698 -0.804
N 0.864 0.367 -1.184
H 2.831 0.910 -0.495
H 1.330 2.018 1.576
H -1.030 1.636 0.919
H -1.259 0.407 -1.317
H 1.062 -0.116 -2.038
H 0.205 -1.915 2.015
H 0.062 -1.162 0.631
O 0.667 -1.573 1.250
H -3.010 -1.332 -0.288
H -1.907 -2.253 -0.756
O -2.068 -1.512 -0.157
```

Atom charges from the natural (NBO) analysis, given in e for atoms 1 to 8: -0.034, -0.032, -0.458, 0.258, -0.456, 0.265, 0.265, 0.458

Least stable structure: version Q